Entry 1:
Below is a structure of composition C50H37I4IrN7S in a non-equilibrium geometry, with properties calculated with ωB97M-V/def2-TZVPD.

Its charge is +1. The value obtained for the LUMO energy (alpha / beta) is -3.67 / -3.67 eV.

The geometry in XYZ format:
```
100
Properties=species:S:1:pos:R:3:lowdin_charge:R:1
Ir 0.419 -0.662 0.162 1.402
I 0.367 8.073 3.833 0.889
C 0.477 6.032 3.464 -0.749
C 1.712 5.403 3.396 -0.141
C 1.786 4.051 3.117 -0.020
C 0.636 3.276 2.912 -0.147
C -0.594 3.946 2.975 -0.032
C -0.679 5.300 3.249 -0.140
C 0.665 1.858 2.500 -0.054
C 1.815 1.124 2.203 -0.176
C 3.131 1.233 2.836 0.006
C 3.927 0.283 2.318 0.031
C 3.167 -0.424 1.292 -0.218
C 3.695 -1.274 0.345 -0.061
C 5.072 -1.793 0.587 -0.200
C 5.313 -2.590 1.702 -0.029
C 6.573 -3.113 1.948 -0.141
C 7.612 -2.830 1.074 -0.744
I 9.502 -3.627 1.419 0.891
C 7.398 -2.017 -0.031 -0.138
C 6.132 -1.506 -0.269 -0.038
C 3.056 -1.600 -0.894 -0.203
N 1.758 -1.312 -1.172 -0.073
C 1.544 -1.536 -2.527 -0.213
C 0.328 -1.331 -3.193 -0.034
C 0.312 -1.339 -4.680 -0.186
C -0.098 -0.183 -5.340 -0.021
C -0.115 -0.131 -6.725 -0.140
C 0.267 -1.246 -7.457 -0.743
I 0.251 -1.170 -9.535 0.894
C 0.654 -2.412 -6.813 -0.137
C 0.679 -2.453 -5.427 -0.031
C -0.902 -1.125 -2.559 -0.232
C -2.231 -1.191 -3.077 0.001
C -3.095 -1.233 -1.999 -0.005
C -2.273 -1.185 -0.845 -0.238
N -0.999 -1.120 -1.193 -0.073
C -2.422 -1.404 0.595 -0.154
C -1.866 -0.559 1.737 -0.319
C -2.446 -0.027 2.982 0.055
C -1.693 1.031 3.331 0.040
C -0.593 1.161 2.347 -0.226
N -0.805 0.296 1.408 -0.083
C -3.211 -2.525 1.210 -0.164
C -2.533 -3.860 0.934 -0.073
C -3.232 -5.047 1.442 -0.092
C -4.317 -4.923 2.223 -0.731
I -5.231 -6.601 3.030 0.970
C -4.994 -3.642 2.412 -0.111
C -4.518 -2.522 1.853 0.020
C 2.767 -2.005 -3.087 0.013
C 3.682 -2.094 -2.077 0.001
N 1.888 0.080 1.298 -0.075
H 2.620 5.969 3.549 0.097
H 2.765 3.614 3.026 0.088
H -1.511 3.422 2.757 0.101
H -1.646 5.785 3.273 0.097
H 3.387 1.910 3.629 0.107
H 4.955 0.089 2.573 0.123
H 4.498 -2.817 2.379 0.124
H 6.742 -3.739 2.813 0.096
H 8.214 -1.774 -0.697 0.097
H 5.979 -0.845 -1.113 0.123
H -0.393 0.682 -4.760 0.119
H -0.423 0.774 -7.231 0.094
H 0.931 -3.287 -7.385 0.097
H 0.954 -3.372 -4.926 0.125
H -2.493 -1.262 -4.119 0.114
H -4.169 -1.310 -2.024 0.105
H -3.301 -0.417 3.511 0.114
H -1.801 1.644 4.211 0.123
H -1.885 -3.952 0.071 0.175
H -2.866 -6.016 1.136 0.109
H -5.941 -3.636 2.932 0.100
H -5.082 -1.599 1.855 0.133
H 2.931 -2.251 -4.121 0.112
H 4.698 -2.434 -2.161 0.106
N -1.941 -2.968 1.962 0.136
C -1.166 -1.857 1.346 -0.063
H -1.899 -3.276 2.930 0.207
C -4.331 3.815 -2.796 -0.079
C -3.268 2.744 -2.982 -0.268
N -1.952 3.330 -3.189 0.003
C -0.927 3.258 -2.324 -0.834
S -0.967 2.399 -0.871 0.656
N 0.196 3.924 -2.668 -0.020
C 0.397 4.770 -3.832 -0.243
C -0.119 6.191 -3.643 -0.077
H -5.296 3.357 -2.579 0.075
H -4.449 4.425 -3.693 0.073
H -4.068 4.470 -1.965 0.078
H -3.503 2.107 -3.838 0.114
H -3.194 2.106 -2.105 0.055
H -1.853 3.935 -3.988 0.119
H 0.899 3.915 -1.948 0.113
H -0.064 4.298 -4.704 0.108
H 1.467 4.776 -4.037 0.120
H -1.191 6.202 -3.442 0.069
H 0.066 6.788 -4.536 0.078
H 0.382 6.670 -2.803 0.079
```

=====

Entry 2:
Below is a structure of composition C50H39F6IrN8O5PS2 in a non-equilibrium geometry, with properties calculated with ωB97M-V/def2-TZVPD.

Its charge is +4. The expectation value of S² is 8.870. The value obtained for the LUMO energy (alpha / beta) is -10.29 / -13.11 eV. As for the multiplicity: 6.

The geometry in XYZ format:
```
112
Properties=species:S:1:pos:R:3:lowdin_spin:R:1
Ir 0.586 0.571 -0.758 1.036
C -2.738 0.883 3.501 0.001
N -2.206 1.385 2.241 0.015
C -1.631 0.622 1.278 0.133
N -1.219 1.359 0.265 0.032
C -1.499 2.674 0.572 0.089
C -2.100 2.692 1.863 0.123
C -2.547 3.811 2.663 0.040
C -3.873 3.906 3.114 0.020
C -4.288 5.028 3.803 0.010
C -3.379 6.039 4.118 0.045
C -2.050 5.924 3.724 -0.001
C -1.631 4.833 2.989 0.039
C -1.319 3.723 -0.384 0.118
C -0.715 3.435 -1.636 0.093
C -0.421 4.431 -2.524 0.037
C -0.751 5.762 -2.221 0.170
C -1.407 6.061 -1.029 0.004
C -1.721 5.061 -0.140 0.101
P -1.611 -1.223 1.309 0.038
C -1.856 -1.380 -0.519 0.136
N -1.054 -0.928 -1.487 0.030
C -1.624 -1.294 -2.678 0.120
C -2.819 -2.007 -2.403 0.102
N -2.930 -2.029 -1.037 -0.003
C -3.963 -2.708 -0.265 -0.001
C -3.696 -2.683 -3.320 0.099
C -3.151 -3.388 -4.426 0.083
C -3.968 -4.106 -5.267 -0.001
C -5.345 -4.142 -5.047 0.119
C -5.903 -3.419 -3.983 0.033
C -5.095 -2.712 -3.126 0.035
C -1.135 -0.957 -3.989 0.070
C 0.241 -0.981 -4.280 0.039
C 0.684 -0.669 -5.545 0.023
C -0.226 -0.322 -6.549 0.083
C -1.592 -0.313 -6.279 -0.003
C -2.048 -0.620 -5.015 0.071
C 0.178 -1.691 1.264 0.153
N 1.088 -1.383 0.346 0.083
C 2.237 -2.030 0.679 0.127
C 1.985 -2.806 1.846 0.099
N 0.681 -2.561 2.176 -0.002
C -0.028 -3.026 3.363 -0.001
C 2.904 -3.647 2.556 0.097
C 2.510 -4.883 3.114 0.033
C 3.429 -5.672 3.764 0.034
C 4.758 -5.250 3.904 0.115
C 5.162 -4.032 3.359 -0.002
C 4.257 -3.238 2.693 0.085
C 3.464 -1.996 -0.077 0.069
C 4.178 -3.191 -0.315 0.067
C 5.327 -3.170 -1.075 -0.003
C 5.809 -1.969 -1.588 0.081
C 5.124 -0.778 -1.334 0.019
C 3.959 -0.786 -0.599 0.033
H -1.962 0.337 4.036 0.000
H -3.591 0.230 3.315 -0.001
H -3.051 1.716 4.123 0.000
H -4.595 3.144 2.849 0.000
H -5.327 5.139 4.078 0.000
H -3.708 6.906 4.673 0.002
H -1.337 6.687 4.006 -0.001
H -0.590 4.712 2.716 0.000
H -0.449 2.406 -1.881 0.017
H 0.084 4.201 -3.451 0.000
H -0.517 6.546 -2.928 0.007
H -1.692 7.081 -0.818 -0.002
H -2.291 5.299 0.743 0.003
H -4.332 -3.565 -0.824 0.000
H -4.798 -2.040 -0.055 -0.001
H -3.558 -3.053 0.682 0.000
H -2.078 -3.421 -4.558 0.000
H -3.542 -4.676 -6.081 -0.001
H -5.983 -4.731 -5.691 0.005
H -6.975 -3.405 -3.849 0.000
H -5.548 -2.109 -2.351 0.000
H 0.925 -1.334 -3.522 0.004
H 1.739 -0.724 -5.777 0.000
H 0.129 -0.070 -7.538 0.004
H -2.294 -0.045 -7.057 -0.001
H -3.103 -0.548 -4.788 0.000
H 0.683 -3.398 4.095 0.001
H -0.730 -3.821 3.110 -0.001
H -0.573 -2.195 3.808 0.000
H 1.508 -5.259 2.957 0.000
H 3.134 -6.638 4.150 0.001
H 5.469 -5.868 4.434 0.005
H 6.182 -3.700 3.485 -0.001
H 4.552 -2.261 2.336 0.000
H 3.783 -4.133 0.041 0.000
H 5.838 -4.097 -1.295 -0.001
H 6.717 -1.966 -2.175 0.003
H 5.524 0.157 -1.703 0.000
H 3.465 0.137 -0.329 -0.001
F 3.039 0.070 4.406 0.000
C 3.343 1.096 3.602 0.000
F 4.248 1.861 4.146 0.000
F 3.824 0.563 2.466 0.000
S 1.726 1.908 3.155 0.000
O 1.152 0.804 2.403 0.005
O 1.006 2.211 4.345 0.000
N 1.987 3.178 2.290 0.002
S 2.264 3.336 0.743 0.003
O 1.604 4.483 0.228 0.003
O 2.122 2.113 -0.085 0.014
C 4.097 3.679 0.683 0.000
F 4.364 4.621 1.556 0.000
F 4.416 4.050 -0.538 0.000
F 4.753 2.569 0.999 0.000
O 2.245 1.204 -2.792 0.296
N 1.687 0.402 -2.181 0.370
```

=====

Computed calculated total energy, in the same sequence as the records: -108948.695 -124702.617 eV.
Computed molar mass, in the same sequence as the records: 1467.8 1233.2 g/mol.